1.
{"formula": "C10H8N3O4S", "method": "wB97M-V/def2-TZVPD", "total_charge": -1, "e_homo_ev": -3.09, "homo_lumo_gap_ev": 4.1, "relative_energy_ev": 0.000, "symbols": ["C", "C", "O", "C", "O", "N", "H", "H", "H", "H", "O", "N", "O", "C", "C", "C", "C", "N", "C", "S", "C", "C", "H", "H", "H", "H"], "xyz": [[4.821, 0.665, 0.719], [6.052, 0.190, 1.493], [5.542, -0.338, 2.693], [4.176, -0.406, 2.554], [3.430, -0.889, 3.390], [3.734, 0.126, 1.388], [4.723, 1.761, 0.737], [4.811, 0.333, -0.329], [6.589, -0.626, 0.989], [6.775, 0.982, 1.733], [-6.327, 0.882, -2.341], [-5.776, -0.218, -2.217], [-6.298, -1.277, -2.585], [-4.451, -0.264, -1.616], [-3.805, -1.477, -1.465], [-2.551, -1.532, -0.907], [-1.919, -0.358, -0.480], [-0.693, -0.394, 0.119], [-0.116, 0.557, 0.711], [0.528, 1.773, 1.468], [-2.586, 0.859, -0.642], [-3.834, 0.902, -1.204], [-4.314, -2.372, -1.785], [-2.046, -2.474, -0.773], [-2.102, 1.762, -0.316], [-4.361, 1.833, -1.332]], "lowdin_charge": [-0.3336, -0.2066, -0.0387, -0.6977, -0.0445, -0.0061, 0.0821, 0.0855, 0.1024, 0.1011, 0.0480, -0.3350, 0.0481, -0.1680, -0.0059, 0.0006, -0.2755, 0.0915, -0.6860, 0.7966, -0.0079, -0.0017, 0.1165, 0.1169, 0.1005, 0.1175]}


2.
{"formula": "C10H8N3O6Rh", "method": "wB97M-V/def2-TZVPD", "total_charge": 2, "e_homo_ev": [-13.52, -17.61], "homo_lumo_gap_ev": [5.2, 5.4], "relative_energy_ev": 0.000, "spin_multiplicity": 5, "symbols": ["O", "C", "Rh", "O", "C", "C", "O", "C", "O", "C", "O", "H", "C", "N", "C", "C", "C", "N", "C", "O", "N", "H", "H", "H", "H", "H", "H", "H"], "xyz": [[-2.433, -3.816, 0.201], [-1.790, -2.900, 0.301], [0.038, -0.295, -0.203], [0.729, -3.026, -1.279], [0.577, -1.962, -0.889], [1.494, 0.942, -0.713], [2.244, 1.470, -1.433], [-1.045, 0.857, 1.194], [-1.050, 1.935, 1.711], [-1.201, 0.169, -1.575], [-2.002, 0.514, -2.345], [-1.792, 0.039, 1.490], [3.642, 1.804, 3.329], [2.853, 0.595, 3.050], [3.030, -0.498, 3.841], [2.266, -1.599, 3.607], [1.301, -1.571, 2.564], [1.261, -0.537, 1.717], [2.068, 0.521, 1.936], [2.123, 1.482, 1.097], [0.433, -2.572, 2.402], [4.714, 1.569, 3.211], [3.449, 2.090, 4.376], [3.355, 2.616, 2.652], [3.792, -0.349, 4.612], [2.403, -2.463, 4.237], [0.389, -3.341, 3.053], [-0.346, -2.461, 1.766]], "lowdin_charge": [0.1660, 0.0179, 0.7484, 0.1619, -0.2622, -0.1720, 0.1858, -0.2101, 0.1618, -0.1468, 0.1890, 0.1232, 0.0718, 0.0431, 0.0880, 0.1557, -0.2840, 0.0966, -0.3861, 0.0890, 0.2527, 0.1409, 0.1350, 0.1205, 0.1803, 0.1574, 0.1537, 0.0225]}


3.
{"formula": "C10H8N4O2", "method": "wB97M-V/def2-TZVPD", "smiles": "O=C(N/N=C/c1ccco1)c1cnccn1", "total_charge": 0, "e_homo_ev": -8.21, "homo_lumo_gap_ev": 8.3, "relative_energy_ev": 0.467, "symbols": ["O", "C", "N", "N", "C", "C", "C", "C", "C", "O", "C", "C", "N", "C", "C", "N", "H", "H", "H", "H", "H", "H", "H", "H"], "xyz": [[-1.548, -0.178, 3.265], [-1.029, -0.019, 2.179], [-1.082, -0.995, 1.228], [-0.443, -0.929, 0.057], [-0.578, -1.878, -0.783], [0.094, -1.835, -2.044], [0.916, -0.883, -2.604], [1.281, -1.377, -3.871], [0.662, -2.588, -3.995], [-0.055, -2.873, -2.902], [-0.289, 1.221, 1.806], [0.459, 1.896, 2.774], [1.107, 3.012, 2.492], [1.017, 3.467, 1.252], [0.269, 2.800, 0.288], [-0.385, 1.686, 0.566], [-1.633, -1.827, 1.469], [-1.202, -2.759, -0.592], [1.198, 0.041, -2.146], [1.914, -0.904, -4.593], [0.658, -3.311, -4.787], [0.531, 1.524, 3.787], [1.547, 4.384, 1.037], [0.178, 3.166, -0.726]], "lowdin_charge": [0.0787, -0.4182, 0.0542, 0.0544, -0.0617, -0.2650, -0.0080, -0.0586, -0.1183, 0.0453, -0.1822, -0.0585, 0.0814, -0.1167, -0.1100, 0.1254, 0.1653, 0.1336, 0.1073, 0.1013, 0.1204, 0.1216, 0.1037, 0.1046]}


4.
{"formula": "C10H8N4S", "method": "wB97M-V/def2-TZVPD", "smiles": "c1cc2[nH]snc2c2nc(C3CC3)nc12", "total_charge": 0, "e_homo_ev": -7.75, "homo_lumo_gap_ev": 6.1, "relative_energy_ev": 0.018, "symbols": ["C", "C", "C", "N", "S", "N", "C", "C", "N", "C", "C", "C", "C", "N", "C", "H", "H", "H", "H", "H", "H", "H", "H"], "xyz": [[-0.511, 1.199, 2.424], [-0.028, 0.328, 3.439], [0.223, -1.012, 3.148], [0.694, -2.057, 3.894], [0.790, -3.482, 2.962], [0.216, -2.697, 1.580], [-0.039, -1.451, 1.860], [-0.512, -0.584, 0.870], [-0.747, -0.812, -0.387], [-1.208, 0.403, -0.855], [-1.734, 0.516, -2.258], [-1.323, 1.702, -3.151], [-2.764, 1.570, -2.656], [-1.269, 1.359, 0.018], [-0.763, 0.746, 1.141], [-0.765, 2.226, 2.639], [0.110, 0.735, 4.436], [1.200, -1.958, 4.771], [-1.893, -0.435, -2.727], [-0.700, 2.468, -2.707], [-1.168, 1.508, -4.241], [-3.454, 1.259, -3.499], [-3.138, 2.305, -1.932]], "lowdin_charge": [0.0412, -0.0260, -0.2874, -0.2109, 1.0176, -0.1327, -0.3061, -0.2531, 0.1877, -0.3290, -0.2131, -0.1203, -0.1304, 0.1761, -0.2726, 0.1175, 0.1010, 0.1260, 0.1180, 0.0901, 0.1015, 0.1097, 0.0952]}


5.
{"formula": "C10H8O", "method": "wB97M-V/def2-TZVPD", "smiles": "Oc1cccc2ccccc12", "total_charge": 0, "e_homo_ev": -7.82, "homo_lumo_gap_ev": 8.3, "relative_energy_ev": 2.856, "symbols": ["O", "C", "C", "C", "C", "C", "C", "C", "C", "C", "C", "H", "H", "H", "H", "H", "H", "H", "H"], "xyz": [[1.875, 2.240, -0.048], [1.424, 0.943, -0.172], [2.407, -0.006, 0.011], [2.246, -1.388, 0.091], [0.845, -1.854, 0.002], [-0.145, -0.781, -0.324], [-1.479, -1.143, -0.137], [-2.622, -0.358, -0.060], [-2.328, 1.105, 0.006], [-0.986, 1.509, -0.006], [0.074, 0.603, -0.299], [1.080, 2.873, -0.365], [3.416, 0.246, 0.184], [2.948, -2.139, 0.098], [0.504, -2.963, -0.008], [-1.681, -2.253, 0.005], [-3.443, -1.018, 0.107], [-3.233, 1.769, 0.607], [-0.900, 2.616, 0.309]], "lowdin_charge": [0.0125, -0.2769, -0.0378, -0.0421, 0.0175, -0.1764, -0.1011, -0.0662, -0.0788, -0.0615, -0.1438, 0.1643, 0.1027, 0.0662, 0.1241, 0.1218, 0.0825, 0.1629, 0.1301]}


6.
{"formula": "C10H8O2", "method": "wB97M-V/def2-TZVPD", "smiles": "Oc1ccc2cc(O)ccc2c1", "total_charge": 0, "e_homo_ev": -8.05, "homo_lumo_gap_ev": 8.5, "relative_energy_ev": 5.006, "symbols": ["O", "C", "C", "C", "C", "C", "C", "O", "C", "C", "C", "C", "H", "H", "H", "H", "H", "H", "H", "H"], "xyz": [[-3.864, 0.176, -0.258], [-2.465, 0.206, -0.070], [-2.207, -1.268, 0.230], [-0.838, -1.666, 0.240], [0.205, -0.624, 0.040], [1.603, -1.093, -0.249], [2.491, -0.151, -0.285], [3.850, -0.327, -0.033], [2.044, 1.255, 0.076], [0.782, 1.680, 0.101], [-0.230, 0.759, -0.001], [-1.570, 1.118, -0.099], [-3.748, 1.199, -0.253], [-3.094, -1.830, 0.277], [-0.338, -2.623, 0.352], [1.936, -2.258, -0.727], [3.956, -1.443, -0.107], [2.856, 2.072, 0.624], [0.504, 2.677, 0.371], [-1.873, 2.140, -0.230]], "lowdin_charge": [0.0017, -0.3163, 0.0464, 0.0002, -0.1098, -0.0249, -0.3674, -0.0458, -0.0100, -0.0978, -0.1917, -0.0306, 0.1356, 0.0850, 0.0896, 0.2027, 0.2017, 0.1845, 0.1145, 0.1325]}


7.
{"formula": "C10H8OS2", "method": "wB97M-V/def2-TZVPD", "total_charge": 0, "e_homo_ev": [-7.51, -7.51], "homo_lumo_gap_ev": [5.0, 5.0], "relative_energy_ev": 5.400, "symbols": ["C", "C", "C", "C", "C", "C", "C", "C", "C", "C", "O", "S", "S", "H", "H", "H", "H", "H", "H", "H", "H"], "xyz": [[-0.393, -2.733, 0.577], [0.819, -3.267, 0.586], [-0.395, -1.305, 0.288], [0.851, -0.845, 0.157], [-1.683, 1.243, -1.722], [-1.454, -0.212, 0.341], [-1.929, 0.367, -0.840], [-0.600, 2.247, -1.622], [1.241, 0.560, 0.124], [1.418, 1.251, 1.399], [-1.842, 0.104, 1.495], [2.093, -2.126, 0.250], [1.051, 1.184, -1.519], [-1.261, -3.335, 0.610], [1.060, -4.380, 0.607], [-2.363, 1.425, -2.639], [-0.588, 2.838, -2.569], [-0.489, 2.932, -0.736], [2.210, 0.529, 1.881], [0.500, 1.229, 1.935], [1.753, 2.293, 1.395]], "lowdin_charge": [-0.1153, -0.4133, -0.1719, -0.5712, -0.2533, -0.4309, 0.0542, -0.3308, -0.5271, -0.0536, 0.0022, 1.0093, 0.9740, 0.1054, 0.1012, 0.1312, 0.0790, 0.0926, 0.1454, 0.0816, 0.0914]}


8.
{"formula": "C10H9BF5N4O4S", "method": "wB97M-V/def2-TZVPD", "smiles": "O=S(=O)(c1nnn(-c2ccccc2)[n+]1CB(O)O)C(F)(F)C(F)(F)F", "total_charge": 1, "e_homo_ev": -12.87, "homo_lumo_gap_ev": 7.2, "symbols": ["O", "S", "O", "C", "N", "N", "N", "C", "C", "C", "C", "C", "C", "N", "C", "B", "O", "O", "C", "F", "F", "C", "F", "F", "F", "H", "H", "H", "H", "H", "H", "H", "H", "H"], "xyz": [[-2.516, -0.194, -3.698], [-1.549, 0.739, -2.990], [-0.277, 0.726, -3.791], [-1.382, 0.081, -1.268], [-2.455, 0.145, -0.285], [-2.030, -0.385, 0.893], [-0.756, -0.766, 0.659], [0.007, -1.367, 1.779], [0.837, -0.350, 2.651], [1.732, -0.761, 3.842], [1.788, -2.274, 4.203], [0.946, -3.304, 3.362], [0.048, -2.870, 2.148], [-0.278, -0.561, -0.588], [1.053, -0.892, -1.187], [2.229, 0.092, -0.621], [3.328, -0.501, 0.096], [2.242, 1.530, -0.832], [-2.253, 2.471, -3.090], [-1.549, 3.338, -3.948], [-3.569, 2.338, -3.642], [-2.425, 3.223, -1.682], [-1.282, 3.173, -0.856], [-2.631, 4.607, -1.985], [-3.614, 2.819, -1.001], [0.781, 0.771, 2.381], [2.320, 0.051, 4.409], [2.458, -2.581, 5.081], [1.053, -4.398, 3.697], [-0.533, -3.640, 1.542], [1.283, -1.999, -0.934], [1.024, -0.856, -2.342], [4.149, -0.092, -0.285], [1.822, 1.688, -1.719]], "lowdin_charge": [-0.2645, 0.8780, -0.2902, -0.1424, 0.1119, 0.1820, -0.0680, -0.1396, 0.0129, -0.0275, -0.0133, -0.0194, 0.0250, 0.0367, 0.0298, -0.4830, 0.1048, 0.1060, -0.3226, 0.1110, 0.0820, -0.3313, 0.0994, 0.1028, 0.0985, 0.1188, 0.1175, 0.1102, 0.1075, 0.1092, 0.1613, 0.1511, 0.1341, 0.1113]}


9.
{"formula": "C10H9Cl2NSi", "method": "wB97M-V/def2-TZVPD", "total_charge": 0, "e_homo_ev": -6.76, "homo_lumo_gap_ev": 4.1, "symbols": ["C", "C", "C", "C", "C", "C", "C", "C", "C", "C", "N", "Si", "Cl", "Cl", "H", "H", "H", "H", "H", "H", "H", "H", "H"], "xyz": [[-3.689, -0.145, 0.141], [-3.427, 0.980, 0.846], [-2.617, -0.947, -0.307], [3.948, -0.240, -0.959], [3.203, -1.343, -0.379], [-2.084, 1.485, 1.015], [-1.402, -0.338, -0.447], [3.334, 0.909, -0.556], [2.027, -0.852, 0.020], [-1.067, 0.860, 0.273], [2.043, 0.557, 0.010], [0.623, 1.523, 0.316], [-0.885, -3.869, -0.561], [1.185, 3.237, 1.146], [-4.780, -0.554, 0.140], [-4.351, 1.336, 1.241], [-2.838, -1.928, -0.654], [4.910, -0.174, -1.454], [3.406, -2.428, -0.328], [-1.717, 2.308, 1.642], [-0.574, -0.932, -1.026], [3.558, 1.979, -0.604], [1.194, -1.424, 0.485]], "lowdin_charge": [-0.0586, -0.0746, -0.0878, -0.0559, -0.0543, -0.0739, -0.1055, -0.1185, -0.1612, -0.3255, -0.1904, 0.5452, -0.6696, 0.4809, 0.1560, 0.0974, 0.0444, 0.1063, 0.1308, 0.0863, 0.1104, 0.1021, 0.1157]}


10.
{"formula": "C10H9ClN2S2", "method": "wB97M-V/def2-TZVPD", "smiles": "C=C[C@@](S)(Cl)/C=C/C(C#N)(C#N)C(=C)S", "total_charge": 0, "e_homo_ev": -9.34, "homo_lumo_gap_ev": 9.5, "symbols": ["C", "C", "C", "S", "Cl", "C", "C", "C", "C", "N", "C", "N", "C", "C", "S", "H", "H", "H", "H", "H", "H", "H", "H", "H"], "xyz": [[-2.689, 1.278, 1.545], [-3.034, 0.303, 0.808], [-2.186, 0.084, -0.723], [-2.821, -1.313, -1.617], [-2.425, 1.584, -1.575], [-0.832, -0.138, -0.225], [0.219, 0.631, -0.402], [1.573, 0.387, 0.207], [1.500, 0.054, 1.637], [1.244, -0.326, 2.686], [2.440, 1.471, -0.175], [3.176, 2.312, -0.434], [2.149, -0.894, -0.415], [3.328, -1.216, 0.095], [1.394, -1.456, -1.870], [-3.130, 1.373, 2.575], [-1.786, 1.866, 1.308], [-3.862, -0.434, 1.120], [-3.968, -0.649, -1.905], [-0.568, -1.170, 0.159], [0.222, 1.501, -1.084], [3.894, -2.087, -0.330], [3.950, -0.656, 0.782], [2.212, -2.507, -2.165]], "lowdin_charge": [-0.0598, -0.1804, -1.1694, 0.7509, 0.6842, -0.2744, -0.1545, -0.4547, -0.1632, 0.2081, -0.1752, 0.2125, -0.6550, 0.0044, 0.8888, 0.0912, 0.0749, 0.1220, -0.1060, 0.1484, 0.1189, 0.0844, 0.0898, -0.0859]}


11.
{"formula": "C10H9ClN3", "method": "wB97M-V/def2-TZVPD", "total_charge": 1, "e_homo_ev": -13.92, "homo_lumo_gap_ev": 8.7, "relative_energy_ev": 0.682, "symbols": ["C", "C", "C", "C", "C", "C", "C", "C", "C", "C", "N", "N", "N", "Cl", "H", "H", "H", "H", "H", "H", "H", "H", "H"], "xyz": [[1.889, 0.944, -0.462], [-3.160, 0.472, -0.995], [-2.377, 0.358, -2.130], [-2.619, 0.400, 0.281], [-0.984, 0.151, -2.057], [-1.242, 0.206, 0.401], [-0.572, 0.082, -0.787], [0.728, -0.003, 1.435], [1.861, -1.434, -0.263], [1.692, -0.014, 2.553], [2.349, 1.842, -0.992], [-0.514, 0.153, 1.577], [1.274, -0.138, 0.064], [2.750, 1.447, 2.343], [-4.222, 0.633, -1.107], [-2.808, 0.434, -3.116], [-3.214, 0.503, 1.176], [-0.370, 0.068, -2.936], [1.187, -2.227, 0.066], [2.017, -1.510, -1.339], [2.829, -1.550, 0.234], [2.342, -0.889, 2.552], [1.164, 0.073, 3.502]], "lowdin_charge": [-0.3139, -0.0307, -0.0201, 0.0461, 0.0110, -0.2202, 0.1160, -0.3407, 0.0287, -0.4253, 0.2539, 0.2343, -0.0742, 0.6526, 0.1272, 0.1290, 0.1365, 0.1396, 0.1245, 0.1198, 0.1181, 0.0876, 0.1000]}


12.
{"formula": "C10H9ClNO2P", "method": "wB97M-V/def2-TZVPD", "smiles": "c1ccc(Oc2ccc[nH]2)cc1.O=PCl", "total_charge": 0, "e_homo_ev": -8.48, "homo_lumo_gap_ev": 8.2, "relative_energy_ev": 0.035, "symbols": ["C", "C", "C", "C", "O", "C", "C", "C", "C", "N", "C", "C", "H", "H", "H", "H", "H", "H", "H", "H", "H", "O", "P", "Cl"], "xyz": [[-1.514, 2.384, 0.836], [-0.634, 2.916, -0.144], [0.481, 2.176, -0.537], [0.656, 0.830, -0.132], [1.670, 0.176, -0.617], [1.468, -1.173, -0.526], [1.833, -2.096, 0.418], [1.238, -3.336, 0.104], [0.461, -3.129, -0.980], [0.463, -1.831, -1.259], [-0.250, 0.331, 0.903], [-1.257, 1.150, 1.357], [-2.446, 2.853, 1.126], [-0.751, 3.899, -0.609], [1.018, 2.642, -1.416], [2.227, -1.851, 1.340], [1.549, -4.274, 0.597], [-0.198, -3.829, -1.466], [0.032, -1.564, -2.111], [-0.473, -0.716, 1.101], [-1.933, 0.581, 2.091], [-1.892, 0.326, -1.718], [-1.784, 1.701, -2.074], [-3.598, 2.615, -1.770]], "lowdin_charge": [-0.1497, -0.2372, -0.0936, -0.2909, 0.0881, -0.2859, -0.0420, -0.0938, -0.1496, 0.0994, 0.0089, -0.1095, 0.0997, 0.1114, 0.1408, 0.0915, 0.1096, 0.1200, 0.1391, 0.1228, 0.1443, -0.4750, 0.4853, 0.1664]}


Number 11 is which compound?
C10H9ClN3